Entry 1:
ORCA calculation (wB97M-V/def2-TZVPD) on a molecular structure, C43H54As4BrN3O11S2V in a non-equilibrium geometry.

```
119
C43H54As4BrN3O11S2V, DFT wB97M-V/def2-TZVPD
O -0.32002 1.06304 -3.82519
C -2.94606 -0.50051 2.25729
C 1.78275 5.24826 3.48907
C 2.52039 1.12270 3.92881
H -1.37184 6.85718 -2.72100
C 1.26451 5.75314 4.80527
H 3.64442 6.15620 3.75692
C -1.66662 -6.50782 -1.61542
C -1.18875 3.13469 0.93387
O -1.65269 -0.53927 0.28817
H 0.58563 -4.93802 -0.83393
C 0.85504 4.34287 2.74758
C -1.52346 -5.00508 -1.28374
H 1.07667 6.60418 -2.90526
N -0.80793 2.07050 1.65849
C -5.19629 -1.08925 0.70799
H 1.47268 -5.74629 -2.52867
C -0.36158 -4.81673 -0.30349
H 1.01363 4.91254 5.45541
O -2.03125 0.51783 -1.87000
H -4.19393 1.96387 -1.45349
H 1.49503 -8.83618 -0.72229
H 4.25954 -0.42869 -0.40438
H -2.98350 -5.13672 0.31668
H 0.70845 5.87898 1.25260
S 4.32494 3.84248 -0.37049
Br -7.00477 -1.05296 2.91309
C 1.86616 4.33409 0.42252
H 3.04020 3.19052 3.91975
C 3.37054 1.40333 0.36004
C 3.71004 5.15004 1.90757
C 2.12819 -0.74027 -0.22299
H 2.03012 -7.20679 -3.35576
As -0.14148 -3.05646 0.70846
H -0.95523 -2.94131 3.10696
H -1.13113 -4.62285 2.57466
C -2.80313 -0.71494 0.85421
C -1.27196 -3.58046 2.28481
H -0.43306 -5.60216 0.45719
H 0.08131 -8.32832 0.19868
C 0.18965 3.36461 -2.86898
C 0.23696 1.91253 2.47631
As -1.35818 -2.13642 -2.40953
H -3.85455 -1.07744 -0.97336
C -4.19974 -0.60972 2.85558
C 0.47080 -2.01096 -3.06514
C 2.30524 2.46009 3.61062
V -0.53113 0.19698 -0.58901
C -2.22593 -1.80710 -4.16542
O -3.18636 1.75906 -4.06366
H 0.78710 -6.20067 -4.09732
H 1.72208 -2.99861 2.42416
H -1.10890 5.01472 0.02413
C -1.17243 3.49014 -2.73017
H 2.32145 -3.75314 0.95171
H 1.31351 -7.14116 -0.25137
O 2.21341 -1.91803 -0.58023
C -3.95585 -0.99130 0.10274
H -0.48153 -4.51762 -3.12134
H -6.08179 -1.26514 0.11652
C -2.82874 -4.57798 -0.60534
C 3.04481 5.55903 3.07421
H -3.25482 -2.17786 -4.20061
O 2.01682 1.48437 -3.41127
H 5.22513 2.22850 0.81846
C 0.77772 -8.02535 -0.58298
C 1.48605 -3.72162 1.64524
C 1.18697 2.87852 2.91452
C 1.16008 -6.58108 -3.14822
H -2.82317 4.82687 -2.57999
O -3.54393 2.66024 -1.58079
O 1.14680 -0.23473 0.39299
H 2.45759 1.97086 0.16565
C 1.02023 4.46625 -2.92074
H 1.67367 -0.85449 3.92636
H -2.25055 -0.72275 -4.29115
H 0.35016 6.33552 4.66897
H 2.08994 4.33391 -2.98364
As -2.27845 1.89741 -2.72503
H -4.29947 -0.44185 3.91863
H -1.65691 -2.25088 -4.98718
H -2.14790 2.95787 0.44314
H -2.46840 -6.61148 -2.35691
C -5.29546 -0.91724 2.08050
H 3.34569 1.10448 1.41432
O 5.64563 4.41514 -0.19412
H 3.26273 0.46283 -1.57510
As -0.20933 -7.70407 -2.27313
H -2.24371 -4.46071 -3.22457
O 0.51281 1.20378 -1.54596
O 3.80304 3.89145 -1.70707
H 2.00158 6.37402 5.31286
C 3.15268 4.54393 0.78007
H 1.66847 3.85158 -0.52224
H -2.32773 -3.39866 2.10525
H 3.41481 0.83252 4.46744
C -1.38354 -4.21142 -2.58804
S 0.67015 1.65812 -2.94034
H 1.16152 -2.37292 -2.30434
H 4.77516 5.31750 1.84377
H -2.02041 0.85140 3.64832
C -1.74837 4.75018 -2.68383
C 0.44445 5.72835 -2.86225
C 0.40415 0.55940 2.96459
H -2.76744 -3.51197 -0.37917
N -0.59838 -0.32629 2.69275
N 4.52485 2.24813 0.09523
C -0.93194 5.86756 -2.75502
C 3.34663 0.16329 -0.52386
C 1.55788 0.17885 3.62719
H -0.14876 4.47427 3.18307
C 0.70727 4.77651 1.24476
H 1.34562 -4.70399 2.10469
H 0.70773 -0.97018 -3.27721
C -0.60349 4.33284 0.69424
C -1.80230 0.03873 2.94102
H 0.59458 -2.59338 -3.98409
H -2.02491 -7.03101 -0.71856
H -3.67462 -4.74846 -1.27169
```

The net charge is -2. The expectation value of S² is 0.76. Its orbital gap (alpha / beta) is 3.221 / 3.255 eV. The HOMO energy (alpha / beta) comes out at -0.02215 / -0.02153 Eh. Its multiplicity is 2.

---

Entry 2:
ORCA calculation (wB97M-V/def2-TZVPD) on a molecular structure, C43H54N6PSeTi in a non-equilibrium geometry.

```
106
C43H54N6PSeTi, DFT wB97M-V/def2-TZVPD
H -3.30665 2.47120 1.83690
C -1.20668 -0.08560 3.76155
H 2.52543 -3.68051 1.60120
H -1.76904 2.78559 3.63834
C 0.64056 2.57110 -2.13748
C 3.66612 0.33269 1.78053
C 1.96186 -4.21166 0.83469
H 0.93091 0.10081 3.96365
Ti -0.05812 -0.34179 -0.17115
C 4.48755 0.35518 -1.97960
C -2.41328 -0.51770 5.79008
H 0.05983 -3.87490 -3.61558
C -2.18985 -0.77741 -3.69040
C -5.61274 0.09073 1.13579
C -1.25742 3.85169 -1.20670
H -3.23347 -1.82355 -5.23604
C 6.33658 1.31279 -0.72223
C 1.27563 3.55191 1.36464
C -1.22763 -0.47493 6.50730
N -1.06420 0.28233 -1.75284
C -1.60720 -0.84804 -2.42722
H 1.87081 -5.25703 1.13155
C -2.83137 -3.08325 -3.54402
N 0.65398 -3.57532 0.69180
H 0.28742 -5.80716 -0.47382
H -0.54132 4.28133 -0.50747
H 7.97072 2.29327 0.27919
C -2.78792 -1.89295 -4.25289
C 0.79865 -3.51453 -2.89834
H 7.80969 2.70414 -1.43433
C -3.41337 -0.86575 1.20032
H 2.93758 -0.47495 1.73616
C -2.87082 0.38576 1.51533
C 7.71789 1.90041 -0.70371
H 6.06161 1.40051 1.39773
H -3.70468 2.51005 -4.01157
C 0.68719 -5.46675 -1.42532
H -3.83720 3.61690 -2.64195
H -2.15799 -4.12999 -1.79740
H -4.76050 1.56257 -1.55118
H -2.29031 3.42236 -3.50269
H -3.34188 -3.94540 -3.95133
C -0.93108 3.00847 2.98899
C -3.96489 0.93978 -1.96024
C 0.80573 4.50668 2.25460
C -0.00829 -0.07619 4.47839
C -1.56434 1.52155 -1.91690
C 0.17088 -3.24798 -0.51647
H 4.39147 0.09962 2.55961
C -2.41024 -0.32740 4.41485
C 4.36259 0.51878 0.45682
C -4.78048 -1.01424 1.02096
C 5.74293 0.94233 -1.92374
H 8.45577 1.13919 -0.96289
H 1.25292 3.19751 -1.49293
H 0.81064 -2.43044 -2.91216
C -0.02263 -0.26683 5.84885
N -0.67101 -2.18890 -0.63093
H 2.84740 0.05076 -3.35717
P -1.11249 0.34994 1.99255
H 1.78516 -3.86652 -3.20576
C -2.17128 -3.18739 -2.33082
H 4.37439 0.52798 -4.11525
C 3.81072 0.14036 -0.77195
H 2.15449 3.76224 0.76712
C -3.17576 2.90883 -3.14305
N -2.83249 1.79862 -2.26282
H 0.64780 -2.03491 2.13456
C 3.93010 -0.06023 -3.31429
C -0.47683 2.05140 2.08291
H -2.15911 0.15990 -4.23151
C -5.07516 1.34132 1.41069
C -1.49237 -2.09729 -1.79491
H -3.35302 -0.69594 6.29561
C 0.14018 -2.98260 1.91232
H 1.72733 -5.78372 -1.51833
H -0.62856 4.97880 3.77421
H 0.32806 -3.66639 2.73795
H 1.30200 5.46563 2.32133
H -3.69822 0.19078 -1.22590
H 2.52029 -4.14116 -0.09425
H -3.34243 -0.36271 3.86764
H -6.68126 -0.02485 1.00979
H 3.14793 1.24833 2.07573
C 5.62406 1.10600 0.45011
H 0.68205 2.97977 -3.15082
C 0.63429 2.32607 1.28587
C -0.29288 4.23548 3.06319
H -2.76310 -1.73038 1.12328
N 0.53882 -4.02277 -1.55660
H -2.20648 3.71430 -0.69205
C -3.70871 1.49397 1.60015
H 4.16285 -1.11138 -3.50416
H 1.01040 1.54634 0.61963
H -4.33998 0.43621 -2.85206
Se 2.17504 -0.90676 -0.86068
H 1.05449 1.56522 -2.15317
N -0.73742 2.56163 -1.63804
H 6.27751 1.10741 -2.85300
H -1.39300 4.56344 -2.02328
H -1.24239 -0.60217 7.58140
H 0.11648 -5.93971 -2.22723
H -5.72646 2.20142 1.49841
H 0.90694 -0.24648 6.40210
H -5.19289 -1.98759 0.78886
H -0.93282 -2.81731 1.84333
```

The net charge is +2. The expectation value of S² is 0.76. Its orbital gap (alpha / beta) is 7.042 / 7.249 eV. The HOMO energy (alpha / beta) comes out at -0.45999 / -0.45970 Eh. Its multiplicity is 2.

---

no.,calculated total energy (Eh)
1,-15920.268213
2,-5591.327250